# 1
A 2-piece molecular cluster, Cl2H4Si3 overall. Source: OMol25; level of theory: ωB97M-V/def2-TZVPD.

**Relative energy (zero: lowest compared OMol25 entry of this formula, charge and spin)**: 2.540 eV
**F_max**: 3.74 eV/A
**LUMO level**: -1.44 eV
**Frontier orbital gap**: 6.4 eV

Each line ends with the Mulliken charge.
Cartesian coordinates (Å):
Si 2.081 -0.373 -0.629  0.41
Si -1.865 -0.126 0.586  0.34
Si 0.919 -1.339 1.124  0.07
Cl 1.865 1.355 0.630  -0.25
Cl -3.748 -0.314 -0.217  -0.26
H 3.351 -0.054 -1.205  -0.13
H 1.090 0.081 -1.824  -0.08
H -1.461 0.777 -0.446  -0.06
H -2.232 -0.007 1.981  -0.05



# 2
Cl2In2O20P5Y4 as an isolated structure. Source: OMol25; level of theory: ωB97M-V/def2-TZVPD.

**F_max**: 11.18 eV/A
**LUMO level**: -7.96 eV
**Frontier orbital gap**: 2.0 eV
**Charge**: +1

Each line ends with the Mulliken charge.
Cartesian coordinates (Å):
In 0.283 2.514 -2.737  1.05
In -3.047 -1.444 2.619  0.95
Y 0.211 -2.186 -1.687  1.28
Y -4.664 0.621 -0.848  1.57
Y 1.355 -0.643 1.867  1.26
Y -0.214 2.796 1.790  1.29
P -0.816 -0.181 -0.145  -0.98
O -0.395 0.823 0.929  1.25
O -2.244 -0.641 -0.102  -0.62
O -0.110 -1.385 0.333  -0.31
O -0.012 -0.010 -1.363  0.06
P -2.398 3.186 0.096  0.51
O -2.469 4.377 -0.731  -0.66
O -0.950 2.960 -0.243  -0.52
O -3.414 2.041 -0.044  -0.09
O -2.339 3.334 1.588  -0.77
P 1.053 -0.880 -4.461  0.73
O 1.783 0.252 -3.728  -0.24
O -0.312 -0.376 -4.290  -0.44
O 1.642 -1.936 -3.534  -0.35
O 1.318 -1.509 -5.792  -0.47
P -0.469 0.369 3.934  0.83
O -1.887 0.923 3.925  -0.68
O 0.638 1.083 3.188  -0.70
O -0.367 -0.909 3.331  -0.48
O -0.002 0.678 5.432  -0.56
P 3.066 -2.325 -0.539  0.65
O 1.911 -3.218 -0.822  -0.42
O 3.249 -1.062 -1.432  -0.40
O 2.544 -2.122 0.800  -0.39
O 4.289 -3.262 -0.441  -0.42
Cl 0.406 -3.675 2.160  -0.37
Cl 2.360 1.809 0.944  -0.57



# 3
A 2-piece molecular cluster, Cl2NO3P overall. Source: OMol25; level of theory: ωB97M-V/def2-TZVPD.

**Relative energy (zero: lowest compared OMol25 entry of this formula, charge and spin)**: 2.381 eV
**F_max**: 2.46 eV/A
**LUMO level (spin up / spin down)**: -1.53 / -3.55 eV
**Frontier orbital gap (spin up / spin down)**: 9.0 / 6.8 eV

Each line ends with the Mulliken charge.
Cartesian coordinates (Å):
N 0.651 0.101 1.885  0.76
O 0.260 1.113 2.352  -0.37
O 1.454 -0.744 2.030  -0.37
O -0.232 -1.254 -2.500  -0.37
P -0.169 -0.414 -1.323  0.67
Cl -2.005 -0.392 -0.392  -0.13
Cl 0.041 1.590 -2.052  -0.18



| no. | calculated total energy (Ha) |
| --- | --- |
| 1 | -1791.174596 |
| 2 | -4665.788847 |
| 3 | -1542.116228 |